Record 1
Molecular formula: C48H57ClN10S2Y
Method: DFT, ωB97M-V with the def2-TZVPD basis set

Geometry as XYZ:
```
119
Properties=species:S:1:pos:R:3
Y -0.081 0.002 -0.115
N 2.419 -0.069 0.546
C 3.143 -1.309 0.178
C 2.904 -1.606 -1.285
N 1.452 -1.723 -1.517
H 2.788 0.708 -0.003
H 2.602 0.169 1.516
H 2.762 -2.123 0.798
H 4.214 -1.222 0.363
H 3.453 -2.504 -1.571
H 3.276 -0.779 -1.887
H 1.118 -2.608 -1.149
H 1.251 -1.708 -2.510
N -0.936 4.135 1.848
C 0.116 5.045 1.721
C -0.076 6.400 1.976
C 0.986 7.286 1.896
C 2.251 6.834 1.537
C 2.439 5.488 1.261
C 1.382 4.593 1.370
S 1.639 2.879 1.129
N 0.088 2.286 0.718
C -1.000 2.896 1.234
C -2.244 2.242 1.161
C -3.494 2.877 1.426
C -4.641 2.148 1.432
C -4.586 0.755 1.178
C -3.368 0.206 0.875
N -2.211 0.897 0.825
H -1.785 4.486 2.251
H -1.065 6.755 2.251
H 0.823 8.335 2.109
H 3.083 7.523 1.473
H 3.423 5.121 0.985
H -3.551 3.947 1.587
H -5.590 2.633 1.627
H -5.470 0.135 1.206
H -3.287 -0.852 0.663
C -5.778 -0.099 -4.429
C -5.270 -1.512 -4.558
C -5.929 -2.447 -5.346
C -5.472 -3.753 -5.469
C -4.315 -4.130 -4.807
C -3.629 -3.213 -4.022
C -4.112 -1.916 -3.882
N -3.456 -0.928 -3.102
C -2.470 -1.089 -2.159
N -2.635 -2.182 -1.378
C -1.939 -2.731 -0.244
C -0.880 -2.079 0.382
C -0.313 -2.751 1.475
C -0.768 -3.981 1.927
C -1.854 -4.566 1.292
C -2.464 -3.957 0.202
C -3.663 -4.609 -0.448
N -1.539 -0.182 -2.005
C -1.483 0.889 -2.955
C -1.656 2.180 -2.465
C -1.561 3.280 -3.306
C -1.287 3.089 -4.652
C -1.105 1.800 -5.135
C -1.192 0.683 -4.310
C -0.933 -0.688 -4.883
H -6.708 0.026 -4.982
H -5.067 0.633 -4.830
H -5.966 0.166 -3.385
H -6.827 -2.141 -5.871
H -6.011 -4.464 -6.081
H -3.931 -5.138 -4.905
H -2.701 -3.507 -3.547
H -3.527 0.015 -3.451
H -3.479 -2.679 -1.610
H 0.516 -2.295 2.019
H -0.302 -4.468 2.776
H -2.242 -5.516 1.646
H -3.915 -5.534 0.067
H -3.488 -4.859 -1.499
H -4.552 -3.969 -0.405
H -1.885 2.320 -1.414
H -1.711 4.277 -2.908
H -1.221 3.936 -5.324
H -0.885 1.645 -6.187
H -0.180 -0.639 -5.670
H -1.830 -1.122 -5.330
H -0.582 -1.386 -4.119
Cl 0.888 -2.433 8.514
C 0.630 -1.659 6.990
C -0.651 -1.625 6.446
C -0.857 -0.997 5.238
C 0.207 -0.379 4.539
C -0.016 0.285 3.319
C 1.496 -0.447 5.119
C 1.707 -1.075 6.327
H -1.470 -2.093 6.977
H -1.850 -0.975 4.803
H -1.012 0.365 2.901
H 0.800 0.816 2.838
H 2.331 0.015 4.602
H 2.694 -1.122 6.766
C 1.712 4.401 -1.976
N 2.216 3.944 -3.267
C 3.231 4.835 -3.838
C 2.172 2.634 -3.594
S 1.833 1.419 -2.455
N 2.422 2.340 -4.894
C 1.986 3.223 -5.979
C 2.684 0.973 -5.320
H 1.455 5.457 -2.065
H 2.468 4.281 -1.199
H 0.831 3.834 -1.686
H 3.866 5.198 -3.028
H 2.781 5.697 -4.332
H 3.856 4.304 -4.548
H 1.475 4.092 -5.580
H 1.286 2.678 -6.613
H 2.826 3.548 -6.595
H 3.316 0.464 -4.598
H 3.197 1.012 -6.280
H 1.756 0.406 -5.431
```

## Properties
- frontier orbital gap (spin up / spin down) (eV) = 6.95 / 5.04
- charge = +1

These are the Löwdin partial charges, in e, on atoms 1 to 99: 1.388, -0.071, -0.230, -0.268, -0.030, 0.002, 0.059, 0.111, 0.120, 0.120, 0.060, 0.079, 0.068, 0.124, -0.247, -0.019, -0.080, -0.087, -0.118, -0.471, 0.935, -0.389, -0.381, -0.255, -0.029, -0.074, -0.066, -0.147, -0.020, 0.123, 0.116, 0.107, 0.106, 0.109, 0.105, 0.109, 0.099, 0.091, -0.034, -0.207, -0.036, -0.076, -0.076, -0.049, -0.203, 0.145, -0.366, 0.138, -0.236, -0.246, -0.155, -0.081, -0.046, -0.211, -0.037, 0.031, -0.292, -0.040, -0.074, -0.082, -0.054, -0.230, -0.022, 0.082, 0.084, 0.089, 0.116, 0.107, 0.108, 0.111, 0.124, 0.099, 0.075, 0.105, 0.113, 0.083, 0.076, 0.091, 0.094, 0.113, 0.108, 0.115, 0.070, 0.084, 0.072, 0.686, -0.669, -0.100, -0.028, -0.306, 0.060, -0.036, -0.102, 0.108, 0.118, 0.047, 0.010, 0.111, 0.107

Record 2
Molecular formula: C48H57IN7P4SeSn
Method: DFT, ωB97M-V with the def2-TZVPD basis set

Geometry as XYZ:
```
119
Properties=species:S:1:pos:R:3
Sn 0.259 0.158 1.832
C 0.494 5.011 0.698
P 0.532 3.660 1.958
C 2.107 4.125 2.794
C -0.693 4.363 3.159
C -2.130 4.247 2.623
P -2.669 2.482 2.401
C -4.292 2.778 1.581
C -3.289 2.167 4.112
H 0.412 5.986 1.183
H -0.350 4.881 0.019
H 1.409 4.987 0.105
H 2.126 5.188 3.046
H 2.935 3.901 2.118
H 2.250 3.538 3.702
H -0.438 5.408 3.355
H -0.599 3.817 4.104
H -2.199 4.739 1.649
H -2.834 4.747 3.292
H -4.866 3.547 2.101
H -4.865 1.848 1.573
H -4.136 3.082 0.545
H -4.018 2.927 4.404
H -2.464 2.173 4.827
H -3.768 1.186 4.151
Se -3.998 -2.568 8.312
N -2.672 -1.416 8.136
C -2.441 -1.292 6.856
C -1.402 -0.439 6.303
C -0.541 0.306 7.108
C 0.429 1.082 6.515
C 0.508 1.091 5.128
N -0.307 0.394 4.348
C -1.252 -0.374 4.913
C -2.128 -1.149 4.024
N -1.943 -1.008 2.702
C -2.716 -1.691 1.873
C -3.718 -2.556 2.302
C -3.922 -2.707 3.654
C -3.119 -1.988 4.541
C -3.280 -2.075 5.984
N -4.174 -2.823 6.574
H -0.652 0.260 8.184
H 1.125 1.662 7.105
H 1.259 1.685 4.615
H -2.543 -1.531 0.818
H -4.317 -3.092 1.578
H -4.693 -3.355 4.047
I 1.438 -2.190 2.740
C 0.009 -0.080 -3.131
P -0.462 -0.591 -1.394
C -2.266 -0.793 -1.641
C -2.993 0.391 -1.502
C -4.363 0.410 -1.721
C -5.026 -0.761 -2.061
C -4.313 -1.943 -2.198
C -2.939 -1.960 -1.999
C 0.355 -2.216 -1.203
C 1.744 -2.177 -1.369
C 2.522 -3.296 -1.132
C 1.929 -4.475 -0.703
C 0.561 -4.512 -0.489
C -0.222 -3.389 -0.725
P -0.842 -0.805 -4.630
C -0.096 -2.478 -4.738
C 1.279 -2.693 -4.811
C 1.787 -3.981 -4.838
C 0.927 -5.073 -4.797
C -0.443 -4.871 -4.755
C -0.951 -3.577 -4.733
C 0.151 0.034 -5.934
C 0.120 -0.537 -7.209
C 0.767 0.065 -8.275
C 1.453 1.259 -8.090
C 1.480 1.843 -6.835
C 0.829 1.240 -5.765
H 1.093 -0.159 -3.234
H -0.261 0.979 -3.161
H -2.473 1.302 -1.222
H -4.910 1.338 -1.619
H -6.097 -0.750 -2.223
H -4.820 -2.857 -2.482
H -2.389 -2.879 -2.147
H 2.223 -1.249 -1.671
H 3.596 -3.240 -1.268
H 2.530 -5.355 -0.513
H 0.098 -5.417 -0.114
H -1.281 -3.440 -0.512
H 1.958 -1.848 -4.868
H 2.858 -4.139 -4.887
H 1.328 -6.079 -4.807
H -1.118 -5.718 -4.735
H -2.023 -3.414 -4.730
H -0.415 -1.468 -7.362
H 0.735 -0.395 -9.255
H 1.959 1.732 -8.922
H 2.011 2.775 -6.683
H 0.857 1.728 -4.799
C 5.116 -0.713 1.597
N 4.953 0.288 0.558
C 6.122 1.137 0.364
C 3.692 0.812 0.344
N 2.728 0.751 1.218
N 3.504 1.418 -0.860
C 4.225 1.019 -2.060
C 2.292 2.181 -1.079
H 6.005 -1.303 1.369
H 4.256 -1.380 1.617
H 5.252 -0.271 2.593
H 6.942 0.562 -0.069
H 6.459 1.545 1.323
H 5.888 1.968 -0.297
H 3.107 0.441 2.108
H 4.924 0.221 -1.835
H 4.768 1.864 -2.489
H 3.519 0.657 -2.815
H 2.050 2.742 -0.180
H 1.436 1.540 -1.298
H 2.448 2.867 -1.911
```

## Properties
- frontier orbital gap (eV) = 6.67
- charge = +1

These are the Löwdin partial charges, in e, on atoms 1 to 99: 0.669, -0.287, 0.773, -0.291, -0.441, -0.441, 0.821, -0.303, -0.284, 0.047, 0.034, 0.030, 0.045, 0.029, 0.018, 0.080, 0.060, 0.067, 0.081, 0.042, 0.035, 0.027, 0.047, 0.025, 0.033, 1.164, -0.223, -0.334, -0.077, 0.028, -0.017, -0.134, -0.020, -0.189, -0.187, -0.009, -0.111, -0.011, 0.026, -0.079, -0.334, -0.222, 0.126, 0.117, 0.096, 0.087, 0.116, 0.125, 0.193, -0.524, 0.962, -0.432, -0.122, -0.077, -0.074, -0.071, -0.119, -0.398, -0.134, -0.085, -0.086, -0.085, -0.113, 1.048, -0.404, -0.098, -0.077, -0.079, -0.080, -0.117, -0.395, -0.106, -0.077, -0.088, -0.088, -0.106, 0.022, 0.030, 0.094, 0.103, 0.108, 0.109, 0.085, 0.084, 0.109, 0.108, 0.110, 0.086, 0.109, 0.106, 0.105, 0.104, 0.093, 0.106, 0.106, 0.104, 0.102, 0.081, -0.070

Calculated values (eV) of relative energy (zero: lowest compared OMol25 entry of this formula, charge and spin) for the records, taken in order: 1.017, 0.429.